Below is a molecular structure, C5H12O, with properties calculated with the ωB97M-V functional and the def2-TZVPD basis.

CARTESIAN COORDINATES (ANGSTROEM)
C -0.9942 -1.9519 0.6353
C -1.5697 -0.7306 -0.0900
C -0.6859 0.0626 -1.0228
C 0.3417 2.0368 0.2816
O 0.5842 0.6355 0.1549
C 1.8965 0.3643 -0.3221
H -0.5327 -2.6410 -0.0840
H -0.2236 -1.6480 1.3539
H -1.7641 -2.5064 1.1867
H -2.0710 -0.0670 0.6307
H -2.3738 -1.0534 -0.7738
H -0.0057 -0.6810 -1.4925
H 0.3068 2.4918 -0.7120
H 1.1264 2.4810 0.9046
H -0.6299 2.1457 0.7620
H 2.6302 0.7925 0.3699
H 2.0038 -0.7208 -0.3526
H 2.0287 0.7847 -1.3270

Results
spin multiplicity: 1
molecular weight: 88.15 g/mol
highest occupied orbital energy: -7.33 eV
energy above the lowest of the compared OMol25 structures with the same formula, charge and spin: 106.8 kcal per mole
lowest unoccupied orbital energy: 0.90 eV
charge: 0



Below is 2 unconnected molecules or ions with the total composition C5H12O, with properties calculated with the ωB97M-V functional and the def2-TZVPD basis.

CARTESIAN COORDINATES (ANGSTROEM)
C -1.0124 -2.5598 0.3860
C -0.8629 -1.0652 0.1335
C 0.6032 1.5001 -0.6446
C -0.4724 2.5075 -0.4509
O 1.3447 1.1833 0.3597
C 2.2226 0.2116 0.4526
H -0.4598 -3.1317 -0.3673
H -0.6009 -2.8258 1.3655
H -2.0575 -2.8847 0.3575
H -1.4069 -0.4678 0.8747
H -1.2321 -0.7822 -0.8590
H 0.7476 0.9449 -1.5694
H -1.4596 2.0782 -0.6761
H -0.3467 3.3872 -1.0958
H -0.4808 2.8438 0.5900
H 2.7753 0.1872 1.3777
H 0.1977 -0.8011 0.2140
H 2.5008 -0.3253 -0.4482

Results
spin multiplicity: 1
molecular weight: 88.15 g/mol
highest occupied orbital energy (spin up / spin down): -7.25 / -6.97 eV
energy above the lowest of the compared OMol25 structures with the same formula, charge and spin: 89.7 kcal per mole
lowest unoccupied orbital energy (spin up / spin down): 1.05 / 0.95 eV
charge: 0



Below is C5H12O in the gas phase, with properties calculated with the ωB97M-V functional and the def2-TZVPD basis.

CARTESIAN COORDINATES (ANGSTROEM)
C 1.9853 1.2879 -0.2980
C 1.1379 0.1286 -0.8150
C -0.2596 0.0241 -0.2044
C -1.1393 -0.9195 -1.0277
O -0.0986 -0.4116 1.1356
C -1.2871 -0.4442 1.8830
H 1.4958 2.2481 -0.4980
H 2.1619 1.2092 0.7789
H 2.9605 1.3110 -0.7977
H 1.6453 -0.8251 -0.6232
H 1.0327 0.2143 -1.9045
H -0.7281 1.0254 -0.1935
H -1.4334 -0.4231 -1.9584
H -2.0577 -1.2028 -0.5052
H -0.6009 -1.8420 -1.2732
H -1.7892 0.5357 1.9148
H -2.0073 -1.1746 1.4890
H -1.0181 -0.7415 2.8976

Results
spin multiplicity: 1
molecular weight: 88.15 g/mol
SMILES: CC[C@@H](C)OC
highest occupied orbital energy: -9.74 eV
energy above the lowest of the compared OMol25 structures with the same formula, charge and spin: 13.3 kcal per mole
lowest unoccupied orbital energy: 1.17 eV
charge: 0



Below is C5H12O in the gas phase, with properties calculated with the ωB97M-V functional and the def2-TZVPD basis.

CARTESIAN COORDINATES (ANGSTROEM)
C 0.6743 -1.8465 -1.6383
C 0.9408 -0.4412 -1.0923
C 0.5638 -0.3969 0.3916
C 0.4345 0.9570 1.1163
O -0.7912 0.9770 1.8379
C -1.8852 1.4671 1.1041
H 1.3216 -2.5839 -1.1491
H 0.8411 -1.9150 -2.7169
H -0.3621 -2.1484 -1.4421
H 0.3442 0.2929 -1.6541
H 1.9966 -0.1800 -1.2548
H -0.4398 -0.8329 0.4867
H 1.2323 -1.0615 0.9566
H 1.2085 1.0946 1.8794
H 0.4978 1.8182 0.4274
H -2.8037 1.1012 1.5776
H -1.8817 1.1314 0.0547
H -1.8921 2.5669 1.1154

Results
spin multiplicity: 1
molecular weight: 88.15 g/mol
SMILES: CCCCOC
highest occupied orbital energy: -9.62 eV
energy above the lowest of the compared OMol25 structures with the same formula, charge and spin: 21.6 kcal per mole
lowest unoccupied orbital energy: 1.13 eV
charge: 0



Below is 3 unconnected molecules or ions with the total composition C5H12O2 in a non-equilibrium geometry, with properties calculated with the ωB97M-V functional and the def2-TZVPD basis.

CARTESIAN COORDINATES (ANGSTROEM)
C -1.7006 1.1397 -2.3638
C -0.4282 1.9313 -2.3874
C -0.4162 3.2597 -2.3499
C 1.7641 1.0274 -1.5216
C 0.8090 1.1351 -2.4357
H -2.4570 1.4092 -3.0935
H -2.1113 1.1017 -1.3616
H -1.4617 0.0821 -2.5551
H -1.3298 3.8439 -2.3531
H 0.5156 3.8134 -2.3464
H 1.8080 1.6761 -0.6619
H 2.5242 0.2692 -1.5918
H 0.8842 0.4777 -3.3003
H -1.3097 -5.4299 4.2542
H -0.3311 -4.7950 3.2632
O -0.3949 -5.0981 4.1915
H 0.8299 -2.6377 5.3253
H 1.4460 -1.3714 6.0625
O 1.3595 -1.8344 5.2256

Results
spin multiplicity: 2
molecular weight: 104.15 g/mol
highest occupied orbital energy (spin up / spin down): 1.24 / -6.78 eV
energy above the lowest of the compared OMol25 structures with the same formula, charge and spin: 38.9 kcal per mole
lowest unoccupied orbital energy (spin up / spin down): 2.94 / 2.86 eV
charge: -1



Below is 2 unconnected molecules or ions with the total composition C5H12O2, with properties calculated with the ωB97M-V functional and the def2-TZVPD basis.

CARTESIAN COORDINATES (ANGSTROEM)
C 2.0590 -1.0072 1.1835
C 0.5230 1.6640 0.7610
C 0.1056 1.0423 -0.3329
O 1.3139 -1.4493 0.0804
C -1.2722 0.4315 -0.4268
C -1.5813 -0.1442 -1.8029
O -1.3333 -0.5869 0.5843
H 2.6772 -1.8200 1.5548
H 2.7261 -0.1766 0.9285
H 1.4201 -0.6621 1.9961
H -0.1218 1.7805 1.6223
H 1.5280 2.0579 0.8313
H 0.7569 0.9322 -1.1940
H 0.3733 -1.3802 0.3028
H -2.0096 1.2065 -0.1771
H -0.9225 -0.9962 -1.9974
H -2.6251 -0.4759 -1.8675
H -1.4211 0.6022 -2.5893
H -2.1961 -1.0184 0.5429

Results
spin multiplicity: 1
molecular weight: 104.15 g/mol
SMILES: C=C[C@@H](C)O.CO
highest occupied orbital energy: -9.49 eV
energy above the lowest of the compared OMol25 structures with the same formula, charge and spin: 43.9 kcal per mole
lowest unoccupied orbital energy: 0.74 eV
charge: 0



Below is C5H12O2 in the gas phase in a non-equilibrium geometry, with properties calculated with the ωB97M-V functional and the def2-TZVPD basis.

CARTESIAN COORDINATES (ANGSTROEM)
C -1.8887 -0.3229 1.3733
O -0.5815 -0.6030 0.6763
C -0.2091 0.4086 -0.2538
C -0.3665 1.8707 0.1984
C 1.2306 0.1164 -0.6655
C 1.4559 -1.3301 -1.1041
O 1.4748 -2.2454 -0.0341
H -2.6137 0.1678 0.6870
H -1.0912 0.1553 1.9897
H -2.3519 -1.2917 1.6249
H -0.8880 0.2256 -1.0954
H 0.3186 2.1248 1.0161
H -1.3866 2.1055 0.5154
H -0.1258 2.5319 -0.6448
H 1.9108 0.3443 0.1676
H 1.4883 0.7947 -1.4895
H 0.6909 -1.5974 -1.8548
H 2.4313 -1.4127 -1.5943
H 0.6618 -2.0838 0.4693

Results
spin multiplicity: 1
molecular weight: 104.15 g/mol
SMILES: CO[C@@H](C)CCO
highest occupied orbital energy: -9.65 eV
energy above the lowest of the compared OMol25 structures with the same formula, charge and spin: 61.8 kcal per mole
lowest unoccupied orbital energy: 0.95 eV
charge: 0



Below is 2 unconnected molecules or ions with the total composition C5H12O2 in a non-equilibrium geometry, with properties calculated with the ωB97M-V functional and the def2-TZVPD basis.

CARTESIAN COORDINATES (ANGSTROEM)
O 0.9893 -0.1074 -1.3020
C 0.6038 -0.2309 -0.1238
C 2.0190 -1.5133 1.6334
C -1.8479 0.1812 -0.8061
C 1.6311 -0.2345 1.0124
C -0.8611 -0.1916 0.3381
H 1.0963 -1.9018 2.0964
H 2.7647 -1.3396 2.4273
H 2.4133 -2.2760 0.9411
H -1.8099 -0.6223 -1.5608
H -1.6520 1.1441 -1.3072
H -2.8621 0.2098 -0.3734
H 1.2203 0.4837 1.7479
H 2.5788 0.1861 0.6245
H -1.1291 -1.1430 0.8366
H -1.0456 0.6291 1.0578
O -1.3662 2.5517 -2.6691
H -1.4650 2.5793 -1.6904
H -1.2779 1.5952 -2.8826

Results
spin multiplicity: 1
molecular weight: 104.15 g/mol
SMILES: CCC(=O)CC.O
highest occupied orbital energy: -9.80 eV
energy above the lowest of the compared OMol25 structures with the same formula, charge and spin: 32.2 kcal per mole
lowest unoccupied orbital energy: 0.68 eV
charge: 0



Below is C5H12O2 in the gas phase in a non-equilibrium geometry, with properties calculated with the ωB97M-V functional and the def2-TZVPD basis.

CARTESIAN COORDINATES (ANGSTROEM)
C -2.1281 -0.4628 -1.2792
C -1.2556 -0.6675 -0.0284
C -0.1106 0.3783 -0.0040
O -0.6875 1.6659 0.2838
C 1.2098 0.3196 0.8004
C 2.1785 -0.8393 0.5791
O 1.9393 1.4071 0.2020
H -2.4933 0.5687 -1.3173
H -1.5355 -0.6296 -2.1839
H -3.0022 -1.1254 -1.3225
H -1.8883 -0.5147 0.8644
H -0.9328 -1.7150 0.0387
H 0.4298 0.5714 -0.9454
H -1.5761 1.5659 0.6438
H 1.0633 0.5440 1.8649
H 2.1530 -1.2021 -0.4547
H 3.1539 -0.3659 0.7201
H 2.1086 -1.6858 1.2676
H 1.3739 2.1870 0.2705

Results
spin multiplicity: 1
molecular weight: 104.15 g/mol
SMILES: CC[C@@H](O)[C@@H](C)O
highest occupied orbital energy: -9.96 eV
energy above the lowest of the compared OMol25 structures with the same formula, charge and spin: 28.6 kcal per mole
lowest unoccupied orbital energy: 0.93 eV
charge: 0



Below is C5H12O2 in the gas phase, with properties calculated with the ωB97M-V functional and the def2-TZVPD basis.

CARTESIAN COORDINATES (ANGSTROEM)
C 2.6223 0.3917 -0.5919
O 1.2271 0.5303 -0.7048
C 0.5082 -0.6118 -0.2742
C -0.9550 -0.2096 -0.1278
C -1.8442 -1.3666 0.3170
C -1.0707 1.0267 0.7847
O -0.9679 2.2128 0.0304
H 2.9973 -0.4568 -1.1842
H 3.0715 1.3136 -0.9688
H 2.9210 0.2469 0.4575
H 0.6377 -1.4334 -0.9979
H 0.9054 -0.9625 0.6955
H -1.3024 0.1252 -1.1156
H -2.8707 -1.0038 0.4369
H -1.5211 -1.7931 1.2741
H -1.8664 -2.1721 -0.4250
H -2.0430 1.0515 1.2906
H -0.3007 1.0119 1.5778
H -0.1483 2.0991 -0.4742

Results
spin multiplicity: 1
molecular weight: 104.15 g/mol
SMILES: COC[C@@H](C)CO
highest occupied orbital energy: -9.89 eV
energy above the lowest of the compared OMol25 structures with the same formula, charge and spin: 27.5 kcal per mole
lowest unoccupied orbital energy: 0.97 eV
charge: 0



Below is 3 unconnected molecules or ions with the total composition C5H12O2 in a non-equilibrium geometry, with properties calculated with the ωB97M-V functional and the def2-TZVPD basis.

CARTESIAN COORDINATES (ANGSTROEM)
C 1.8816 -0.8593 -3.0180
C 2.1015 -1.2106 -1.7344
C 0.9194 -1.7215 -1.0507
C 1.0742 -2.4413 0.0747
C -0.0221 -3.4547 0.6876
H 2.6790 -0.4796 -3.7836
H 0.8853 -1.0090 -3.4853
H 3.0608 -1.4106 -1.4220
H -0.0832 -1.4214 -1.2633
H 1.9531 -2.1335 0.4962
H -0.1484 -4.3398 0.0218
H 0.2186 -3.8480 1.6683
H -0.9876 -2.9678 0.6343
H -4.9024 1.1950 0.6137
H -3.8297 0.6344 -0.2393
O -3.9516 1.2575 0.5149
H -0.4351 5.6577 3.7734
H 0.4450 6.3820 2.8717
O -0.3712 6.4756 3.2800

Results
spin multiplicity: 1
molecular weight: 104.15 g/mol
SMILES: C=C/C=C/C.O.O
highest occupied orbital energy: -8.32 eV
energy above the lowest of the compared OMol25 structures with the same formula, charge and spin: 78.6 kcal per mole
lowest unoccupied orbital energy: 0.71 eV
charge: 0



Below is a molecular structure, C5H12O2, with properties calculated with the ωB97M-V functional and the def2-TZVPD basis.

CARTESIAN COORDINATES (ANGSTROEM)
C 2.5828 -0.5293 0.5005
C 1.5428 -0.2352 -0.5743
C 0.1317 -0.1639 -0.0686
O 0.2423 1.2160 1.1449
C -0.9038 0.4684 -0.8201
C -2.3162 -0.0037 -0.6095
O -2.5687 -0.0284 0.7991
H 3.5812 -0.6319 0.0623
H 2.5995 0.2809 1.2350
H 2.3510 -1.4632 1.0270
H 1.5475 -1.0286 -1.3356
H 1.7784 0.7001 -1.0967
H -0.1528 -0.9458 0.6383
H -0.3473 0.9628 1.8767
H -0.6449 0.8323 -1.8136
H -0.5230 1.4050 0.2379
H -2.4863 -1.0138 -1.0231
H -3.0145 0.6763 -1.1207
H -3.3998 -0.4979 0.9404

Results
spin multiplicity: 1
molecular weight: 104.15 g/mol
highest occupied orbital energy: -7.92 eV
energy above the lowest of the compared OMol25 structures with the same formula, charge and spin: 83.6 kcal per mole
lowest unoccupied orbital energy: 0.87 eV
charge: 0